# 1
Entry from the OMol25 dataset: a cluster of 3 separate species, C12H13ClF2O5P2 in total in a non-equilibrium geometry (ωB97M-V with the def2-TZVPD basis set).

Geometry as XYZ:
```
35
Properties=species:S:1:pos:R:3:forces:R:3:nbo_charge:R:1
O 3.250 1.777 -0.288 0.1088 -0.0542 -0.0795 -1.101
P 2.530 0.871 -1.181 0.3712 0.1686 1.1756 2.539
O 1.496 1.676 -2.097 -0.0561 -0.3335 -0.4149 -1.014
O 1.649 -0.205 -0.435 0.2069 0.0397 -0.2252 -1.005
O 3.430 -0.037 -2.144 -0.3688 1.0185 -0.6277 -1.074
P 3.979 0.460 -3.664 -0.0632 -0.7888 0.0997 1.404
O 2.600 0.466 -4.497 0.2810 0.3031 -0.0072 -0.993
Cl 4.275 2.500 -3.407 -0.0131 -0.0282 0.0525 -0.347
H 1.645 2.617 -1.930 -0.0201 0.0466 -0.0168 0.528
H 1.722 -0.051 0.526 0.0711 -0.2391 0.0032 0.535
H 2.028 1.220 -4.290 -0.1998 -0.1559 0.0554 0.517
F 2.066 -0.133 2.301 -0.0617 0.0260 -0.0029 -0.339
C 0.999 0.192 3.085 -0.1879 0.0607 0.1452 0.390
C 0.951 -0.305 4.369 0.1388 -0.1021 0.0540 -0.281
C -0.138 0.023 5.163 -0.0552 0.0584 -0.0697 -0.186
C -1.152 0.828 4.661 -0.0079 0.0006 0.0176 -0.224
C -1.078 1.311 3.362 0.0055 -0.0331 0.0803 -0.180
C 0.010 0.997 2.562 0.0611 0.0155 -0.1625 -0.285
H 1.750 -0.937 4.734 0.0085 0.0151 -0.0200 0.234
H -0.193 -0.353 6.175 0.0096 -0.0150 -0.0011 0.220
H -2.001 1.077 5.283 0.0006 0.0007 -0.0043 0.219
H -1.869 1.934 2.967 0.0068 -0.0003 -0.0213 0.224
H 0.089 1.371 1.549 -0.0139 0.0038 0.0108 0.228
F -2.716 0.339 0.072 -0.0026 0.0215 0.0144 -0.334
C -2.529 -0.559 -0.922 0.0126 -0.1189 -0.1325 0.396
C -3.615 -1.269 -1.392 -0.1251 0.0163 0.0556 -0.288
C -3.415 -2.186 -2.414 0.0944 0.0175 -0.0039 -0.192
C -2.146 -2.382 -2.941 -0.0018 -0.0212 -0.0208 -0.235
C -1.070 -1.656 -2.446 -0.0797 -0.0360 -0.0158 -0.178
C -1.258 -0.732 -1.429 -0.0338 0.1232 0.0363 -0.294
H -4.595 -1.104 -0.963 0.0151 0.0181 0.0048 0.228
H -4.255 -2.749 -2.800 -0.0101 -0.0013 0.0138 0.216
H -1.995 -3.101 -3.736 0.0018 0.0034 0.0034 0.215
H -0.078 -1.810 -2.851 0.0077 0.0181 0.0089 0.217
H -0.435 -0.154 -1.037 -0.1008 -0.0476 -0.0053 0.243
```
Forces are in eV/Å.

The SMILES is O=P(O)(O)OP(O)Cl.Fc1ccccc1.Fc1ccccc1. Its HOMO-LUMO gap is 9.76 eV. The value obtained for the energy is -2184.11897 Eh. Its highest occupied orbital energy is -9.3 eV. Its total charge is 0.

# 2
Entry from the OMol25 dataset: a structure of composition C22H26AsCl3CrN6O9S in a non-equilibrium geometry (ωB97M-V with the def2-TZVPD basis set).

Geometry as XYZ:
```
69
Properties=species:S:1:pos:R:3:forces:R:3:nbo_charge:R:1
Cr -0.724 -0.637 -0.203 -0.3046 -0.7878 -0.5201 1.343
Cl 5.964 -2.426 -1.846 0.5216 -0.1103 -0.0003 -0.011
C 4.262 -2.159 -1.818 -0.4435 0.1028 0.0485 -0.062
C 3.690 -1.559 -0.705 -0.1566 0.0271 -0.0459 -0.243
C 2.329 -1.329 -0.720 -0.1244 -0.6375 -1.2005 -0.129
Cl 1.503 -0.553 0.562 1.0134 0.6674 0.4057 0.256
C 1.490 -1.696 -1.801 1.5565 -0.0671 0.2336 0.259
O 0.232 -1.435 -1.772 -1.6941 0.4249 0.7784 -0.702
C 2.135 -2.310 -2.903 -0.3134 0.2369 0.4829 -0.010
Cl 1.170 -2.756 -4.257 -0.0159 0.0102 -0.1874 0.027
C 3.498 -2.536 -2.913 0.0079 0.0641 0.2174 -0.272
H 4.282 -1.278 0.151 0.0982 0.0260 0.0714 0.244
H 3.957 -3.007 -3.767 0.0519 -0.0224 -0.0713 0.234
O -2.047 1.908 3.239 0.5647 -0.8197 -0.0742 -1.066
As -0.838 0.586 2.705 -1.4126 1.7881 1.8924 2.436
O 0.478 1.445 2.340 1.2513 0.0585 -0.3554 -1.183
O -1.768 0.201 1.354 -0.2451 -1.1652 -1.5008 -1.145
C -0.676 -0.180 4.521 -0.1790 0.1973 -0.4966 -0.383
C -1.007 0.593 5.626 -0.1935 0.2479 -0.0842 -0.183
C -0.789 0.096 6.901 0.0366 0.0480 0.0073 -0.216
C -0.244 -1.168 7.083 0.0550 -0.0596 -0.0654 -0.208
C 0.115 -1.926 5.981 0.1147 -0.0979 0.1531 -0.206
C -0.090 -1.407 4.719 0.0573 -0.2001 -0.6397 -0.237
S 0.439 -2.299 3.276 0.6724 -1.3897 0.6456 2.421
O 1.867 -2.131 3.151 -0.0716 0.1440 0.1564 -0.973
O -0.003 -3.673 3.424 -0.0722 0.2718 0.1556 -0.991
O -0.319 -1.611 2.209 -0.3235 0.4198 0.2102 -1.057
H -2.770 1.774 2.620 -0.1964 0.0571 -0.0486 0.478
H -1.436 1.574 5.474 -0.0372 -0.0433 0.0257 0.248
H -1.038 0.702 7.761 -0.0545 0.0251 0.0322 0.208
H -0.088 -1.553 8.081 0.0090 -0.0394 0.0627 0.209
H 0.557 -2.909 6.070 0.0004 -0.0310 0.1033 0.233
C 1.973 3.213 -2.522 0.0754 0.2099 -0.0254 -0.407
N 0.852 2.310 -2.369 -0.0031 -0.1164 0.3566 -0.432
C 0.956 1.117 -3.170 -0.2417 -0.2293 -0.1791 -0.418
C 0.034 2.393 -1.282 0.2701 0.4560 -0.3887 0.686
N -0.521 1.378 -0.703 -0.3179 -0.1034 0.2715 -0.793
N -0.197 3.700 -0.870 -0.0179 -0.3475 -0.0187 -0.449
C -0.742 3.960 0.446 0.0940 -0.1745 0.2676 -0.441
C -0.673 4.636 -1.870 0.0388 0.0974 -0.1043 -0.405
H 2.906 2.642 -2.473 -0.0324 0.0253 -0.0044 0.201
H 1.969 3.950 -1.725 0.0438 0.0173 -0.0497 0.227
H 1.937 3.723 -3.490 0.0104 -0.0037 0.0214 0.189
H 0.922 1.392 -4.228 0.0376 -0.0361 0.0293 0.200
H 0.131 0.446 -2.951 0.0511 -0.0011 -0.1174 0.256
H 1.897 0.592 -2.976 -0.0484 -0.0019 0.0030 0.196
H -1.163 1.697 0.021 -0.0674 -0.0591 -0.1604 0.410
H -0.354 3.242 1.173 0.0029 0.0257 0.0108 0.280
H -1.840 3.935 0.455 0.0187 -0.0285 -0.0062 0.175
H -0.420 4.958 0.748 -0.0751 0.0069 0.0473 0.203
H -0.402 4.299 -2.867 0.0100 0.0644 -0.0020 0.217
H -0.243 5.624 -1.693 -0.0171 0.0262 -0.0422 0.197
H -1.767 4.724 -1.819 0.0363 0.0163 -0.0076 0.183
C -0.569 -3.973 0.192 0.4230 -0.5109 -0.1264 -0.255
O -1.339 -2.780 0.171 -0.3522 0.9398 0.0359 -0.695
H -1.231 -4.826 0.003 0.1359 0.1387 0.0015 0.187
H -0.061 -4.098 1.154 -0.0855 0.0358 -0.2241 0.205
H 0.157 -3.916 -0.619 -0.0905 0.0040 0.0119 0.192
H -1.726 -2.680 1.053 0.0144 0.0452 -0.0484 0.505
N -2.975 0.755 -2.850 0.1864 -0.2745 0.3020 -0.817
C -2.548 -0.485 -2.426 -0.3391 0.4654 -0.9255 0.686
O -2.445 -0.658 -1.178 0.1388 0.1906 0.7893 -0.704
C -2.323 -1.472 -3.394 -0.0182 0.3313 0.6238 -0.556
C -2.006 -2.793 -3.054 -0.0205 -0.5277 0.1889 0.343
N -1.785 -3.903 -2.847 0.0311 -0.2657 0.1093 -0.393
C -2.339 -1.134 -4.745 -0.0284 0.2162 -0.6803 0.326
N -2.342 -0.798 -5.850 -0.0492 0.1263 -0.2174 -0.420
H -2.931 1.495 -2.168 0.0320 -0.1205 -0.0783 0.396
H -2.927 0.989 -3.826 -0.0188 0.0163 -0.0553 0.404
```
Forces are in eV/Å.

Its HOMO-LUMO gap (alpha / beta) is 6.71 / 7.19 eV. Its multiplicity is 2. The value obtained for the energy is -6918.76023 Eh. Its highest occupied orbital energy (alpha / beta) is -5.6 / -5.6 eV. Its total charge is -1.

# 3
Entry from the OMol25 dataset: a structure of composition C40H38BF3O2 in a non-equilibrium geometry (ωB97M-V with the def2-TZVPD basis set).

Geometry as XYZ:
```
84
Properties=species:S:1:pos:R:3:forces:R:3:lowdin_charge:R:1
C -0.496 -0.615 2.328 0.8431 0.1131 -1.2902 -0.092
C -0.360 -2.039 2.494 -0.0649 -0.4224 0.3714 -0.179
C -1.140 -2.948 1.739 0.6493 0.1721 0.3926 -0.067
C -1.161 -4.283 2.116 0.1463 -0.0525 -0.0427 -0.086
C -0.361 -4.729 3.175 -0.2196 0.2213 0.2545 -0.095
C 0.426 -3.834 3.907 -0.0594 -0.0462 -0.2720 -0.080
C 0.430 -2.494 3.572 -0.3900 -0.0517 -0.5335 -0.021
C 0.462 0.371 2.801 -0.6882 0.8730 0.0977 -0.138
C -0.226 1.630 2.943 0.3350 -1.1461 0.2508 -0.134
C 0.342 2.698 3.609 0.1589 -0.1593 -0.1367 -0.024
C 1.669 2.581 4.033 -0.3160 -0.2097 0.2520 -0.085
C 2.375 1.377 3.860 -0.1601 0.0013 -0.3715 -0.080
C 1.791 0.268 3.227 0.2540 0.5978 -0.2245 -0.035
C -1.622 1.427 2.569 -0.1141 -1.1905 0.1848 -0.131
C -1.784 0.036 2.215 0.2357 0.9536 0.3613 -0.123
C -3.059 -0.512 2.080 -0.2319 0.6667 -0.3870 -0.011
C -4.158 0.346 2.235 0.3832 -0.0727 -0.1963 -0.079
C -3.980 1.702 2.558 -0.0097 0.0276 0.3495 -0.084
C -2.711 2.246 2.796 -0.0263 -0.4945 -0.3021 -0.020
H -1.675 -2.579 0.857 0.1119 -0.2967 0.4888 0.102
H -1.818 -4.973 1.585 0.3046 0.0429 0.1251 0.103
H -0.407 -5.762 3.486 0.0228 -0.1506 -0.0722 0.092
H 1.019 -4.143 4.763 -0.1218 -0.2470 -0.1599 0.103
H 0.986 -1.757 4.150 -0.2417 -0.4282 -0.0494 0.102
H -0.313 3.538 3.854 0.5970 0.0743 -0.1430 0.110
H 2.119 3.413 4.567 0.0858 -0.1615 -0.0385 0.096
H 3.394 1.303 4.239 -0.2031 0.0347 -0.1823 0.098
H 2.370 -0.633 3.011 -0.1457 0.2685 0.3234 0.115
H -3.167 -1.561 1.811 -0.2713 0.3151 0.3199 0.094
H -5.160 -0.064 2.112 0.1969 0.2302 0.0419 0.099
H -4.848 2.333 2.712 -0.0477 -0.1064 -0.0286 0.095
H -2.528 3.233 3.224 -0.4429 -0.1140 -0.3489 0.110
C 2.451 -2.164 -5.751 -0.0069 -0.3611 -0.2074 -0.005
C 1.294 -1.230 -5.513 -0.3127 -0.1529 0.1213 -0.452
C 1.167 -0.196 -6.657 0.0129 -0.0948 -0.0454 0.002
C -0.097 -1.926 -5.108 0.2112 -0.1251 -0.0783 -0.429
C -1.045 -2.134 -6.277 -0.0228 0.0716 -0.1528 -0.005
C 0.090 -3.208 -4.300 0.0366 -0.0747 0.0452 -0.005
O -0.724 -0.923 -4.243 1.1187 0.3301 -0.6699 0.137
B 0.284 0.009 -4.086 0.2726 -0.7409 0.9851 -0.658
C 0.010 1.495 -3.897 -0.1373 0.5323 0.6982 -0.089
C 1.091 2.379 -3.923 -0.1209 0.6912 -0.1981 -0.005
C 0.878 3.748 -4.080 -0.2246 -0.3659 0.2611 0.012
C -0.436 4.196 -4.150 0.0568 0.6679 -0.1477 -0.124
C -0.702 5.671 -4.315 -0.2892 0.9809 -0.0607 -0.525
F -1.630 5.914 -5.289 0.5578 -0.1926 0.6333 0.115
F -1.195 6.237 -3.168 0.2996 -0.4780 -0.7711 0.117
F 0.403 6.395 -4.646 -0.6279 -0.5963 0.1981 0.115
C -1.535 3.349 -4.040 0.2638 -0.3681 0.2674 0.009
C -1.302 1.983 -3.873 -0.0173 0.7624 -0.2426 0.003
C 0.343 -0.652 -0.393 -1.7318 -0.1449 -0.0174 -0.030
C 0.014 0.792 -0.440 -0.0066 0.0915 -1.1726 -0.062
C 1.593 -1.225 -0.701 1.3101 -1.0735 -1.0005 -0.217
C 1.767 -2.658 -0.618 -0.5738 0.8856 0.3430 -0.031
C 3.032 -3.210 -0.578 0.5091 -0.0315 -0.0809 -0.086
C 4.154 -2.399 -0.841 -0.5449 0.4648 -0.3192 -0.074
C 3.970 -1.072 -1.297 -0.0137 -0.3253 0.3161 -0.074
C 2.704 -0.500 -1.253 -0.4399 -0.0695 0.7851 -0.017
O 1.585 -0.461 -4.320 -1.2187 0.3370 -0.3131 0.104
H 2.240 -2.794 -6.621 0.1180 -0.0070 0.0753 0.098
H 3.360 -1.589 -5.950 -0.1656 -0.0462 0.0217 0.098
H 2.628 -2.801 -4.881 -0.0149 0.0921 -0.1034 0.088
H 1.061 -0.660 -7.645 -0.0283 -0.0070 0.2241 0.096
H 0.326 0.500 -6.509 0.1663 -0.2995 -0.0255 0.095
H 2.078 0.420 -6.664 -0.1946 -0.2512 0.0388 0.105
H -0.604 -2.811 -7.020 -0.0886 0.1347 0.1010 0.098
H -1.987 -2.570 -5.922 0.2358 0.0705 -0.0511 0.096
H -1.276 -1.170 -6.751 0.0674 -0.3503 0.0747 0.092
H 0.502 -4.007 -4.923 0.0220 0.1092 0.0417 0.093
H 0.751 -3.057 -3.438 -0.0181 0.0875 -0.1754 0.084
H -0.870 -3.567 -3.915 0.0477 0.2258 -0.1264 0.096
H 2.111 2.020 -3.836 -0.1262 -0.1846 -0.2185 0.120
H 1.706 4.451 -4.143 -0.1995 -0.1595 0.0409 0.123
H -2.542 3.763 -4.078 0.2169 -0.1464 0.0517 0.129
H -2.145 1.315 -3.737 0.1458 -0.0923 -0.2242 0.124
H -0.530 -1.342 -0.578 0.9549 0.7408 0.7247 0.125
H -0.928 0.866 -0.989 0.1212 0.3393 -0.2163 0.093
H -0.225 1.218 0.512 -0.0601 0.3062 0.8819 0.043
H 0.772 1.472 -0.869 -0.2432 -0.5296 -0.0367 0.090
H 0.862 -3.277 -0.590 0.4244 0.1866 0.4941 0.113
H 3.170 -4.275 -0.332 -0.1120 0.6037 -0.3011 0.111
H 5.152 -2.811 -0.775 -0.0316 -0.0205 -0.0350 0.096
H 4.828 -0.472 -1.633 -0.4764 -0.4182 0.0880 0.110
H 2.508 0.495 -1.666 0.3081 -0.2466 0.4445 0.103
```
Forces are in eV/Å.

Its HOMO-LUMO gap is 4.46 eV. Its energy above the lowest of the compared OMol25 structures with the same formula, charge and spin is 76.0 kcal/mol. The value obtained for the energy is -2021.99959 Eh. Its highest occupied orbital energy is -6.1 eV. Its total charge is 0.

# 4
Entry from the OMol25 dataset: a structure of composition C18H18Cl2N3O6STi in a non-equilibrium geometry (ωB97M-V with the def2-TZVPD basis set).

Geometry as XYZ:
```
49
Properties=species:S:1:pos:R:3:forces:R:3:nbo_charge:R:1
Ti -0.599 0.985 -0.041 1.6163 0.5888 -1.0686 1.384
O -0.551 0.609 -2.161 0.0819 -0.2894 -0.1769 -0.716
C -1.773 -0.026 -2.570 -0.2957 -0.2554 0.1615 -0.078
C -2.280 -1.006 -1.506 0.1218 0.0212 -0.1727 -0.253
N -2.465 -0.296 -0.233 -0.2553 -0.2479 0.0264 -0.475
C -3.652 0.575 -0.277 0.2697 0.3676 -0.0943 -0.345
C -3.244 2.001 -0.678 -0.7406 -0.4765 -0.0881 0.791
O -4.076 2.765 -1.123 0.1719 0.0873 0.0655 -0.630
O -1.995 2.214 -0.476 -0.7764 0.9197 -0.3033 -0.755
C -2.464 -1.114 0.986 0.0392 0.1849 0.2103 -0.347
C -1.741 -0.359 2.132 -0.4433 -0.8074 0.2880 0.796
O -1.898 -0.778 3.268 0.1190 0.1320 -0.1336 -0.655
O -0.960 0.604 1.778 -0.0497 -0.3942 1.3974 -0.765
H 0.153 -0.058 -2.193 -0.0672 0.0006 -0.2686 0.511
H -2.490 0.778 -2.725 0.0574 0.0421 -0.1004 0.208
H -1.623 -0.550 -3.515 0.0262 0.0204 -0.0068 0.193
H -3.211 -1.468 -1.858 -0.0297 0.0411 0.0174 0.192
H -1.539 -1.793 -1.373 -0.0219 -0.0041 0.0637 0.246
H -4.409 0.195 -0.966 -0.0330 -0.0369 0.0240 0.209
H -4.097 0.652 0.714 0.0204 -0.0499 0.0354 0.233
H -3.472 -1.361 1.323 -0.0112 0.0053 -0.0410 0.214
H -1.938 -2.054 0.832 0.1276 0.0256 -0.0647 0.249
Cl 2.136 0.991 0.109 0.5020 -0.2347 0.0190 0.123
C 2.877 2.553 -0.002 -0.1197 0.3276 0.0416 -0.117
C 4.252 2.663 0.007 0.0310 -0.1312 0.0169 -0.218
C 4.827 3.921 -0.077 0.0042 0.0407 -0.0083 -0.247
C 4.009 5.037 -0.166 0.0421 0.0176 0.0021 -0.225
C 2.632 4.897 -0.181 0.0220 -0.2580 0.0201 -0.093
Cl 1.666 6.328 -0.302 -0.0728 0.1798 -0.0143 0.000
C 1.999 3.643 -0.105 0.2006 -0.1801 0.0643 -0.108
S 0.288 3.425 -0.159 -0.1595 0.1836 -0.0275 -0.195
H 4.859 1.770 0.079 -0.0019 0.0140 0.0132 0.219
H 5.903 4.032 -0.071 -0.0034 0.0017 0.0056 0.208
H 4.434 6.030 -0.225 -0.0124 0.0008 -0.0100 0.218
N 0.120 -3.445 3.379 -0.0447 0.2051 0.2063 -0.835
C 0.616 -4.052 2.263 0.0419 -0.0179 0.0644 0.653
O 0.974 -5.227 2.299 -0.0396 0.1237 0.0126 -0.660
C 0.690 -3.259 1.020 0.0159 0.2309 -0.3599 -0.265
C 0.954 -3.956 -0.214 -0.0189 -0.1886 0.1291 -0.265
C 1.117 -3.195 -1.350 0.0079 0.1837 0.0152 -0.232
C 0.930 -1.824 -1.312 0.0328 0.0394 -0.1403 -0.157
N 0.549 -1.137 -0.150 -0.4879 0.1715 0.1148 -0.686
C 0.547 -1.891 0.972 0.2231 -0.4496 0.2453 0.077
H 0.057 -4.015 4.202 -0.0040 -0.0443 -0.0148 0.392
H -0.365 -2.559 3.388 0.0134 -0.1018 -0.1274 0.414
H 1.113 -5.024 -0.187 -0.0392 0.0043 -0.0546 0.226
H 1.428 -3.651 -2.283 -0.0099 0.0050 -0.0147 0.206
H 1.238 -1.228 -2.171 0.1195 -0.0758 0.0344 0.159
H 0.473 -1.340 1.901 -0.1697 0.0776 -0.0036 0.204
```
Forces are in eV/Å.

Its HOMO-LUMO gap (alpha / beta) is 5.26 / 7.39 eV. Its energy above the lowest of the compared OMol25 structures with the same formula, charge and spin is 21.8 kcal/mol. Its multiplicity is 3. The value obtained for the energy is -3480.69794 Eh. Its highest occupied orbital energy (alpha / beta) is -2.8 / -4.9 eV. Its total charge is -1.

# 5
Entry from the OMol25 dataset: the molecule CH3Br2PS in a non-equilibrium geometry (ωB97M-V with the def2-TZVPD basis set).

Geometry as XYZ:
```
8
Properties=species:S:1:pos:R:3:forces:R:3:nbo_charge:R:1
C 0.312 1.377 0.029 1.5184 0.3893 1.4721 -0.745
P -0.271 -1.419 0.592 1.5262 0.7042 1.3924 0.358
S 1.092 -0.224 -0.317 1.3205 0.5526 -0.1669 0.094
Br -2.164 -1.347 -0.768 -2.6775 0.1524 -1.3063 -0.308
Br 0.453 -3.288 -0.026 0.5207 -1.7007 -0.2338 -0.112
H -0.035 1.875 -0.873 -0.1459 -0.0982 0.2078 0.245
H 1.054 2.023 0.648 -1.3067 -1.0644 -1.2735 0.241
H -0.441 1.002 0.715 -0.7558 1.0649 -0.0917 0.227
```
Forces are in eV/Å.

Its HOMO-LUMO gap (alpha / beta) is 5.95 / 6.27 eV. Its energy above the lowest of the compared OMol25 structures with the same formula, charge and spin is 0.0 kcal/mol. Its multiplicity is 3. The value obtained for the energy is -5927.37807 Eh. Its highest occupied orbital energy (alpha / beta) is -5.7 / -9.7 eV. Its total charge is 0.